1.
Below is a structure of composition C6H6O, with properties calculated with ωB97M-V/def2-TZVPD.

Atoms and positions in Å:
C: 0.527 -0.943 0.510
C: 1.771 0.357 -0.210
H: -1.909 2.787 -0.407
H: -1.345 -1.398 -0.391
C: -1.090 0.672 -0.550
H: 1.409 1.189 -0.787
O: 0.052 -0.616 1.760
H: 0.713 -2.015 0.497
H: -0.214 0.317 1.743
C: -1.515 1.796 -0.465
C: 2.266 -0.565 0.477
H: -0.128 -0.908 -1.578
C: -0.537 -0.684 -0.588

Summary:
energy above the lowest of the compared OMol25 structures with the same formula, charge and spin = 6.366 eV
max |F| = 0.676 eV Å⁻¹
gap between HOMO and LUMO = 0.39311 Eh
total energy = -8360.1400 eV

=====

2.
Below is an isolated molecule of C6H6O, with properties calculated with ωB97M-V/def2-TZVPD.

Atoms and positions in Å:
C: 1.080 -0.481 -1.528
C: -0.331 0.759 -0.391
H: -0.773 0.971 3.281
C: 0.535 -1.250 -0.385
C: -0.863 -0.542 1.706
H: 0.872 -0.876 -2.524
H: 0.069 1.399 1.711
O: 0.397 0.790 -1.463
C: -0.271 -0.457 0.388
H: 0.812 -2.278 -0.185
H: 2.154 -0.278 -1.446
C: -0.535 0.636 2.272
H: -0.993 1.601 -0.227

Summary:
energy above the lowest of the compared OMol25 structures with the same formula, charge and spin = 5.525 eV
max |F| = 0.486 eV Å⁻¹
gap between HOMO and LUMO (alpha / beta) = 0.20762 / 0.20754 Eh
total energy = -8360.9815 eV

=====

3.
Below is an isolated molecule of C6H6O, with properties calculated with ωB97M-V/def2-TZVPD.

Atoms and positions in Å:
H: -1.044 -2.096 1.346
C: -0.291 -1.786 0.603
C: -0.877 -0.803 -0.371
H: 1.780 0.521 0.440
O: 0.770 -1.096 1.246
C: -0.552 1.644 -0.811
C: -0.284 0.379 -0.211
C: -0.703 2.774 -1.203
H: -0.848 3.777 -1.541
H: -1.683 -1.038 -1.059
H: 0.100 -2.694 0.123
C: 0.792 0.260 0.844
H: 0.592 0.930 1.695

Summary:
energy above the lowest of the compared OMol25 structures with the same formula, charge and spin = 2.669 eV
SMILES string = C#CC1=CCOC1
max |F| = 0.524 eV Å⁻¹
gap between HOMO and LUMO = 0.36617 Eh
total energy = -8363.8374 eV

=====

4.
Below is a structure of composition C6H6O2 in a non-equilibrium geometry, with properties calculated with ωB97M-V/def2-TZVPD.

Atoms and positions in Å:
H: -1.843 -0.645 1.136
H: -0.405 1.886 0.225
H: -1.849 1.205 -0.559
C: -0.593 -0.315 -0.834
H: -1.373 -0.737 -1.482
H: 0.820 -0.043 2.057
C: -0.871 -0.229 0.688
C: 1.240 0.388 0.006
C: 0.497 -0.353 0.964
O: 1.956 1.283 -0.011
C: -1.026 0.923 -0.035
O: 1.071 -1.602 0.307
C: 0.871 -0.758 -0.856
H: 1.505 -1.002 -1.607

Summary:
energy above the lowest of the compared OMol25 structures with the same formula, charge and spin = 4.963 eV
max |F| = 9.476 eV Å⁻¹
gap between HOMO and LUMO = 0.37702 Eh
total energy = -10408.4465 eV

=====

5.
Below is a structure of composition C6H6O2 in a non-equilibrium geometry, with properties calculated with ωB97M-V/def2-TZVPD.

Atoms and positions in Å:
C: 0.796 0.214 0.712
H: 0.088 2.354 0.457
H: 0.818 0.484 1.693
C: 2.198 -0.195 0.177
C: -0.422 -0.517 -0.155
C: -1.749 -0.619 0.490
C: 3.181 -0.798 -0.118
H: -1.977 -0.017 1.436
O: -0.824 1.926 -0.241
O: -2.648 -1.252 -0.295
H: 0.035 -1.478 -0.739
C: 0.009 0.896 -0.489
H: 0.852 1.024 -1.214
H: 3.873 -1.642 -1.052

Summary:
energy above the lowest of the compared OMol25 structures with the same formula, charge and spin = 7.955 eV
max |F| = 7.799 eV Å⁻¹
gap between HOMO and LUMO = 0.34906 Eh
total energy = -10405.4541 eV

=====

6.
Below is an isolated molecule of C6H6O2S in a non-equilibrium geometry, with properties calculated with ωB97M-V/def2-TZVPD.

Atoms and positions in Å:
H: -0.736 -2.370 -1.033
H: 1.018 -0.915 -1.681
H: -0.686 2.289 1.174
C: -0.580 1.247 0.728
C: -1.617 0.412 0.834
C: 0.561 -0.693 -0.782
C: 0.819 0.697 -0.163
S: 1.709 -0.598 0.681
H: 2.555 1.177 -0.675
H: -2.753 -1.302 0.509
H: -2.464 0.933 1.257
C: -1.735 -0.857 0.205
C: -0.693 -1.382 -0.467
O: 1.528 1.584 -0.760
O: 3.074 -0.224 0.175

Summary:
energy above the lowest of the compared OMol25 structures with the same formula, charge and spin = 3.259 eV
max |F| = 7.257 eV Å⁻¹
gap between HOMO and LUMO = 0.31761 Eh
total energy = -21245.4992 eV

=====

7.
Below is an isolated molecule of C6H6O3 in a non-equilibrium geometry, with properties calculated with ωB97M-V/def2-TZVPD.

Atoms and positions in Å:
C: 1.108 0.147 0.150
H: -4.009 1.603 -0.390
O: 2.707 1.888 -0.055
O: -0.969 0.771 0.861
H: -1.922 -1.749 0.573
H: 3.364 1.169 0.201
C: 1.427 1.466 0.198
O: 2.196 -0.695 0.209
H: 0.610 2.227 0.126
C: -2.965 1.666 -0.374
C: -2.075 1.147 0.268
H: -0.230 -2.524 0.020
C: -0.779 -1.568 0.335
H: 1.960 -1.609 -0.018
C: -0.254 -0.324 0.418

Summary:
energy above the lowest of the compared OMol25 structures with the same formula, charge and spin = 4.505 eV
SMILES string = C#COC(=C)/C(O)=C/O
max |F| = 2.706 eV Å⁻¹
gap between HOMO and LUMO = 0.32421 Eh
total energy = -12456.5987 eV

=====

8.
Below is an isolated molecule of C6H6OS in a non-equilibrium geometry, with properties calculated with ωB97M-V/def2-TZVPD.

Atoms and positions in Å:
H: -0.427 0.722 1.759
H: 1.316 1.970 0.591
H: -2.666 -1.567 -0.704
O: -0.638 -1.549 -0.403
S: 0.279 1.861 -0.310
C: -1.895 0.252 0.188
C: 1.570 -0.958 0.139
H: 3.685 -0.840 -0.545
H: -2.774 0.820 0.466
C: -0.417 0.543 0.605
C: 0.117 -0.899 0.431
C: 2.737 -0.846 -0.112
C: -1.883 -0.940 -0.392
H: 0.118 -1.406 1.463

Summary:
energy above the lowest of the compared OMol25 structures with the same formula, charge and spin = 2.932 eV
SMILES string = C#C[C@@H]1OC=C[C@@H]1S
max |F| = 6.544 eV Å⁻¹
gap between HOMO and LUMO = 0.36270 Eh
total energy = -19198.1362 eV